Model i:
{
  "formula": "C4H6N2OS",
  "method": "ωB97M-V/def2-TZVPD",
  "e_homo_ev": -8.36,
  "multiplicity": 1,
  "lumo_energy_ev": 0.35,
  "elements": ["C", "C", "C", "C", "N", "N", "O", "S", "H", "H", "H", "H", "H", "H"],
  "coordinates": [[-1.028, 0.258, 0.302], [0.144, 0.053, -0.767], [1.379, -0.036, 0.047], [1.876, 1.373, 0.222], [3.049, 1.730, 1.012], [1.956, 2.090, 1.407], [1.633, 2.172, -1.028], [0.555, 1.394, -1.980], [-1.117, -0.823, 0.655], [-2.027, 0.696, -0.133], [-0.721, 1.109, 0.805], [0.076, -0.895, -1.364], [1.201, -0.415, 1.057], [2.154, -0.663, -0.493]]
}

Model ii:
{
  "formula": "C4H6N2OS",
  "method": "ωB97M-V/def2-TZVPD",
  "e_homo_ev": -8.42,
  "multiplicity": 1,
  "lumo_energy_ev": 0.67,
  "elements": ["C", "C", "C", "C", "N", "N", "O", "S", "H", "H", "H", "H", "H", "H"],
  "coordinates": [[-0.138, 0.845, -0.017], [-2.258, -0.770, 0.082], [1.195, 1.589, 0.010], [0.718, -1.488, -0.014], [-1.219, 1.589, 0.024], [-0.247, -0.414, 0.039], [-2.569, -1.910, 0.050], [-2.639, 0.804, 0.059], [1.116, 2.131, -1.001], [1.990, 0.827, -0.074], [1.224, 2.258, 0.945], [0.827, -1.957, 1.076], [0.262, -2.320, -0.768], [1.739, -1.185, -0.411]]
}

Name the most stable of them. model ii.

Model i:
{
  "formula": "C4H6N2OS",
  "method": "ωB97M-V/def2-TZVPD",
  "e_homo_ev": -8.68,
  "multiplicity": 1,
  "lumo_energy_ev": 0.01,
  "elements": ["C", "C", "C", "C", "H", "H", "H", "H", "H", "H", "N", "N", "O", "S"],
  "coordinates": [[-2.250, -0.633, 0.199], [0.116, 0.015, 0.501], [0.584, 1.352, -0.233], [1.435, -0.526, 0.349], [-2.385, 0.394, 1.156], [-0.688, -1.439, -0.978], [-0.228, -0.211, 1.606], [0.726, 2.375, 0.347], [-0.046, 1.399, -1.206], [2.597, 0.787, -0.994], [-0.888, -0.800, -0.222], [1.875, 0.620, -0.211], [-3.062, -1.378, -0.286], [2.214, -1.955, -0.028]]
}

Model ii:
{
  "formula": "C4H6N2OS",
  "method": "ωB97M-V/def2-TZVPD",
  "e_homo_ev": -8.95,
  "multiplicity": 1,
  "lumo_energy_ev": -0.60,
  "elements": ["C", "N", "N", "C", "C", "O", "C", "S", "H", "H", "H", "H", "H", "H"],
  "coordinates": [[2.276, -1.020, -0.434], [1.224, -0.223, -0.448], [0.509, -0.200, 0.736], [-0.886, 0.408, 0.526], [-0.610, 1.823, 0.142], [-1.345, 2.571, -0.501], [-1.748, -0.388, -0.430], [-3.213, -1.009, -0.133], [2.752, -1.097, -1.476], [2.643, -1.671, 0.356], [0.491, -1.004, 1.299], [-1.407, 0.298, 1.531], [0.590, 2.151, 0.277], [-1.275, -0.638, -1.443]]
}

Name the most stable of them. model i.

Model i:
{
  "formula": "C3H7NO",
  "method": "ωB97M-V/def2-TZVPD",
  "e_homo_ev": -10.00,
  "multiplicity": 1,
  "lumo_energy_ev": 0.99,
  "elements": ["C", "C", "C", "H", "H", "H", "H", "H", "H", "H", "N", "O"],
  "coordinates": [[1.239, 0.368, -0.437], [0.683, -0.678, 0.418], [-1.835, 0.395, 0.082], [0.964, -0.035, -1.708], [0.742, 1.438, -0.302], [2.424, 0.482, -0.193], [0.318, -0.272, 1.391], [1.389, -1.481, 0.600], [-2.798, 0.930, 0.117], [-1.152, 0.872, 0.732], [-1.616, -0.707, -0.460], [-0.359, -1.312, -0.240]]
}

Model ii:
{
  "formula": "C3H7NO",
  "method": "ωB97M-V/def2-TZVPD",
  "e_homo_ev": -9.71,
  "multiplicity": 1,
  "lumo_energy_ev": 0.90,
  "elements": ["C", "N", "C", "C", "O", "H", "H", "H", "H", "H", "H", "H"],
  "coordinates": [[0.836, -1.593, -0.465], [0.490, -0.495, 0.411], [-0.207, 0.568, -0.076], [-0.544, 1.646, 0.934], [-0.562, 0.623, -1.242], [1.420, -1.224, -1.315], [-0.066, -2.075, -0.857], [1.419, -2.324, 0.101], [0.787, -0.512, 1.373], [-1.559, 1.473, 1.306], [-0.527, 2.616, 0.435], [0.144, 1.658, 1.785]]
}

Name the most stable of them. model ii.

Model i:
{
  "formula": "C3H7NO",
  "method": "ωB97M-V/def2-TZVPD",
  "e_homo_ev": -7.48,
  "multiplicity": 1,
  "lumo_energy_ev": 0.12,
  "elements": ["C", "C", "C", "O", "N", "H", "H", "H", "H", "H", "H", "H"],
  "coordinates": [[1.386, -0.359, -0.448], [-1.197, -0.764, 0.898], [-1.250, 0.043, -0.165], [-1.847, 0.185, -1.195], [0.199, 1.112, -0.078], [1.533, -1.204, 0.236], [0.978, -0.674, -1.405], [2.232, 0.301, -0.517], [-0.553, -0.542, 1.730], [-1.946, -1.533, 0.990], [0.391, 1.631, 0.782], [0.074, 1.802, -0.827]]
}

Model ii:
{
  "formula": "C3H7NO",
  "method": "ωB97M-V/def2-TZVPD",
  "e_homo_ev": -9.67,
  "multiplicity": 1,
  "lumo_energy_ev": 1.16,
  "elements": ["N", "C", "C", "C", "O", "H", "H", "H", "H", "H", "H", "H"],
  "coordinates": [[-1.898, 0.349, 0.090], [-0.908, -0.745, -0.147], [0.332, -0.198, 0.441], [1.664, -0.330, -0.144], [0.968, 0.917, -0.157], [-2.457, 0.450, -0.729], [-1.289, 1.213, 0.121], [-0.727, -0.907, -1.257], [-1.107, -1.587, 0.492], [0.323, -0.076, 1.551], [2.472, -0.518, 0.707], [1.801, -0.712, -1.156]]
}

Model iii:
{
  "formula": "C3H7NO",
  "method": "ωB97M-V/def2-TZVPD",
  "e_homo_ev": -9.81,
  "multiplicity": 1,
  "lumo_energy_ev": 0.98,
  "elements": ["C", "C", "N", "C", "O", "H", "H", "H", "H", "H", "H", "H"],
  "coordinates": [[0.317, 1.402, -0.302], [0.765, -0.055, -0.317], [-0.379, -0.957, -0.322], [-1.085, -1.121, 0.841], [-2.075, -1.794, 0.980], [-0.067, 1.637, -1.280], [-0.409, 1.631, 0.472], [1.179, 2.048, -0.128], [1.425, -0.235, 0.535], [1.364, -0.262, -1.193], [-0.389, -1.748, -0.948], [-0.646, -0.546, 1.662]]
}

Model iv:
{
  "formula": "C3H7NO",
  "method": "ωB97M-V/def2-TZVPD",
  "e_homo_ev": -9.59,
  "multiplicity": 1,
  "lumo_energy_ev": 0.86,
  "elements": ["C", "N", "C", "C", "O", "H", "H", "H", "H", "H", "H", "H"],
  "coordinates": [[-1.373, -0.618, -0.082], [-0.557, 0.375, -0.814], [0.710, 0.845, -0.427], [1.412, -0.151, 0.528], [1.121, 1.969, -0.667], [-0.715, -1.155, 0.572], [-1.828, -1.231, -0.901], [-2.256, -0.172, 0.481], [-1.151, 1.137, -1.165], [0.966, 0.316, 1.607], [1.149, -1.310, 0.503], [2.522, -0.004, 0.366]]
}

Name the most stable of them. model iii.

Model i:
{
  "formula": "C5H11P",
  "method": "ωB97M-V/def2-TZVPD",
  "e_homo_ev": -8.33,
  "multiplicity": 1,
  "lumo_energy_ev": 1.06,
  "elements": ["C", "C", "C", "P", "C", "C", "H", "H", "H", "H", "H", "H", "H", "H", "H", "H", "H"],
  "coordinates": [[2.155, 1.387, -0.504], [1.119, 0.552, -0.445], [1.281, -0.920, -0.050], [-0.737, 0.953, -0.541], [-1.342, 0.897, 1.248], [-1.553, -0.675, -1.132], [3.142, 1.120, -0.395], [1.961, 2.526, -0.653], [0.897, -1.451, -0.896], [0.654, -1.043, 0.977], [2.357, -1.118, -0.039], [-2.522, 1.058, 1.222], [-1.022, -0.011, 1.817], [-0.986, 1.926, 1.785], [-2.183, -0.370, -1.908], [-0.812, -1.380, -1.546], [-2.113, -1.187, -0.305]]
}

Model ii:
{
  "formula": "C5H11P",
  "method": "ωB97M-V/def2-TZVPD",
  "e_homo_ev": [-7.46, -8.14],
  "multiplicity": 1,
  "lumo_energy_ev": [-0.02, 0.23],
  "elements": ["C", "C", "C", "C", "C", "P", "H", "H", "H", "H", "H", "H", "H", "H", "H", "H", "H"],
  "coordinates": [[-2.158, 1.032, -1.212], [-1.364, 1.166, -0.184], [1.033, 1.133, 1.622], [0.445, -2.184, -0.965], [1.126, 0.195, 0.464], [0.067, -1.224, 0.585], [-2.976, 1.698, -1.440], [-1.908, 0.399, -2.191], [-1.304, 1.931, 0.566], [1.954, 1.333, 2.242], [0.299, 0.877, 2.287], [0.781, 2.180, 1.205], [0.048, -3.188, -0.867], [1.581, -2.041, -0.996], [-0.102, -1.901, -1.847], [1.496, 0.607, -0.424], [0.983, -2.011, 1.156]]
}

Model iii:
{
  "formula": "C5H11P",
  "method": "ωB97M-V/def2-TZVPD",
  "e_homo_ev": -9.03,
  "multiplicity": 1,
  "lumo_energy_ev": 0.99,
  "elements": ["C", "C", "C", "H", "H", "H", "H", "H", "H", "C", "C", "P", "H", "H", "H", "H", "H"],
  "coordinates": [[-0.346, -2.256, 1.604], [0.419, -1.431, 0.879], [1.297, -1.786, -0.285], [-0.584, -3.271, 1.329], [-0.821, -1.823, 2.472], [0.594, -0.391, 1.124], [1.051, -2.753, -0.699], [2.436, -1.829, -0.023], [1.296, -0.911, -0.840], [-1.540, 0.797, 0.411], [-1.704, 1.165, -0.882], [-0.590, 2.229, -1.918], [-0.605, 1.236, 0.843], [-2.501, 0.451, 0.833], [-2.580, 0.800, -1.563], [-1.220, 3.378, -1.487], [0.413, 2.316, -0.803]]
}

Model iv:
{
  "formula": "C5H11P",
  "method": "ωB97M-V/def2-TZVPD",
  "e_homo_ev": -8.74,
  "multiplicity": 1,
  "lumo_energy_ev": 0.43,
  "elements": ["H", "P", "C", "C", "C", "C", "C", "H", "H", "H", "H", "H", "H", "H", "H", "H", "H"],
  "coordinates": [[-1.590, 2.345, -1.289], [-0.950, 2.562, -0.077], [-0.197, 1.056, 0.276], [0.727, 0.936, 1.445], [-0.186, -0.135, -0.643], [1.057, -0.829, -0.893], [-1.193, -1.127, -0.068], [1.572, 0.266, 1.280], [1.307, 1.668, 1.982], [0.315, 0.427, 2.337], [-0.526, 0.204, -1.583], [1.247, -1.499, -0.040], [0.892, -1.474, -1.759], [1.905, -0.167, -1.033], [-0.870, -1.532, 0.829], [-2.265, -0.730, -0.026], [-1.245, -1.969, -0.735]]
}

Name the most stable of them. model iv.

Model i:
{
  "formula": "C5H11P",
  "method": "ωB97M-V/def2-TZVPD",
  "e_homo_ev": -9.19,
  "multiplicity": 1,
  "lumo_energy_ev": 0.94,
  "elements": ["C", "C", "C", "C", "C", "P", "H", "H", "H", "H", "H", "H", "H", "H", "H", "H", "H"],
  "coordinates": [[-1.751, -1.306, -0.064], [-0.539, -1.163, -0.613], [0.295, 0.041, -0.234], [0.433, 1.151, -1.255], [-0.139, 0.669, 1.090], [2.030, -0.754, 0.091], [-2.347, -2.159, -0.337], [-2.299, -0.688, 0.666], [-0.180, -1.762, -1.443], [1.254, 1.939, -1.102], [0.616, 0.794, -2.176], [-0.582, 1.590, -1.471], [0.481, 1.397, 1.574], [-0.471, 0.021, 1.895], [-1.015, 1.167, 0.976], [1.689, -1.232, 1.394], [2.526, 0.298, 1.010]]
}

Model ii:
{
  "formula": "C5H11P",
  "method": "ωB97M-V/def2-TZVPD",
  "e_homo_ev": -8.24,
  "multiplicity": 1,
  "lumo_energy_ev": 0.86,
  "elements": ["C", "C", "C", "C", "C", "P", "H", "H", "H", "H", "H", "H", "H", "H", "H", "H", "H"],
  "coordinates": [[0.626, -0.276, -0.467], [0.968, -1.370, -1.084], [-0.043, -2.531, -1.088], [-0.897, 2.136, -0.182], [-0.124, 0.715, 2.050], [-0.817, 0.339, 0.378], [1.703, 1.099, -0.489], [1.925, -1.571, -1.606], [-0.918, -2.364, -1.725], [-0.311, -2.807, -0.084], [0.486, -3.309, -1.439], [-1.288, 2.208, -1.203], [-1.553, 2.688, 0.400], [0.116, 2.515, -0.034], [-0.883, 1.394, 2.280], [0.153, -0.138, 2.591], [0.859, 1.273, 1.703]]
}

Name the most stable of them. model i.